Density functional theory data (wB97M-V/def2-TZVPD) for an isolated molecule of C2H5NO at a distorted geometry.

Computed properties:
energy above the lowest of the compared OMol25 structures with the same formula, charge and spin = 2.451 eV
multiplicity = 1
gap between HOMO and LUMO = 10.501 eV
LUMO energy = 0.91 eV
SMILES = CNC=O

XYZ file:
```
9
Properties=species:S:1:pos:R:3:forces:R:3:nbo_charge:R:1
O -2.3937 -0.5144 -0.0111 0.547 1.139 0.078 -0.5034
N -0.0892 0.6740 -0.3053 -3.794 -0.269 1.861 -0.6805
C -1.7953 0.5144 -0.0216 4.582 -3.075 -1.423 0.5660
C 0.6544 -0.6026 -0.2386 -1.373 -0.279 -2.675 -0.4349
H -2.1051 1.5014 -0.0027 -1.151 2.136 0.309 0.1260
H 0.1695 -1.4393 -0.8903 1.185 1.744 0.594 0.2042
H 1.7078 -0.3634 -0.4381 -0.363 -0.528 -0.230 0.2071
H 0.5186 -0.9563 0.7125 0.265 -1.296 2.545 0.1773
H 0.0821 1.0581 0.6510 0.101 0.430 -1.059 0.3381
```
Positions in Å, forces in eV/Å.

Density functional theory data (wB97M-V/def2-TZVPD) for a cluster of 16 separate species, H32O16 in total at a distorted geometry.

Computed properties:
energy above the lowest of the compared OMol25 structures with the same formula, charge and spin = 5.537 eV
multiplicity = 1
gap between HOMO and LUMO = 8.976 eV
LUMO energy = -0.68 eV

XYZ file:
```
48
Properties=species:S:1:pos:R:3:forces:R:3:nbo_charge:R:1
O 12.8723 8.6487 -17.1537 0.279 1.070 0.713 -0.9672
O 11.5207 6.6546 -18.4999 -0.988 2.322 -0.036 -0.9621
O 15.1081 6.7590 -16.8198 0.198 -0.171 0.250 -0.9967
O 11.9952 6.5725 -12.1704 1.151 2.901 1.938 -0.9947
O 8.5791 6.4093 -18.3195 -1.166 0.262 -0.287 -0.9491
O 13.8939 7.2123 -14.3159 0.815 1.764 -0.048 -0.9493
O 13.9128 4.2074 -14.4577 0.095 -1.294 0.988 -0.9798
O 14.0318 8.5047 -11.9049 2.505 2.497 0.448 -0.9416
O 11.7894 9.3107 -13.4305 -1.943 0.179 -0.126 -0.9662
O 14.7532 5.4710 -11.9567 -0.547 0.794 0.193 -0.9506
O 9.3736 6.3688 -13.3028 -0.149 0.782 -1.670 -0.9541
O 9.5498 4.8051 -16.1080 -2.442 -0.968 -1.528 -0.9563
O 11.3407 4.3086 -13.1997 0.343 -1.004 -0.616 -0.9491
O 13.0861 4.8849 -16.8858 0.647 -0.924 -0.553 -0.9666
O 11.5487 6.4920 -15.0929 -0.148 0.924 -0.224 -1.0413
O 9.7947 8.2153 -16.4880 0.956 -0.393 -1.398 -0.9402
H 11.9519 6.2267 -11.2803 0.293 0.001 0.466 0.4802
H 12.7167 9.1708 -13.3681 0.980 0.000 0.728 0.4604
H 15.9729 7.0480 -16.4716 -0.837 0.163 -0.345 0.5014
H 8.8054 5.3500 -15.8129 0.470 -0.291 0.174 0.4693
H 7.8000 6.5586 -17.7571 0.485 -0.079 -0.342 0.4505
H 13.1954 4.0067 -17.3151 0.010 0.908 0.180 0.4862
H 10.2369 6.6541 -13.6615 -0.588 -0.187 -0.521 0.4847
H 11.6173 5.8978 -12.6661 -0.987 -2.471 -1.775 0.4970
H 14.4068 7.4419 -16.7763 0.643 0.212 -0.273 0.5148
H 9.5950 6.2697 -12.4065 -0.015 -0.296 1.961 0.4528
H 12.7585 9.4349 -16.5822 -0.060 -0.587 -0.130 0.4917
H 14.0472 8.1590 -14.5766 -0.293 -1.373 0.318 0.4755
H 11.4945 3.5371 -12.6411 -0.097 0.113 0.042 0.4755
H 14.7698 8.4833 -12.5413 -0.418 -0.296 0.795 0.4606
H 11.6454 7.2469 -17.7264 -0.023 -0.902 -0.707 0.4693
H 9.3204 6.4473 -17.7173 0.375 -0.305 0.133 0.4927
H 12.4234 6.7053 -14.6865 -0.972 0.197 -0.448 0.4902
H 9.5624 8.9077 -15.9077 -0.583 1.179 1.441 0.4831
H 11.3968 8.8755 -12.6425 0.547 0.246 -0.790 0.4954
H 10.2890 5.0915 -15.6422 2.007 1.071 1.519 0.4835
H 12.0121 4.2171 -13.9107 -0.494 0.326 0.643 0.4882
H 10.1374 8.6970 -17.2638 -0.391 -0.513 0.164 0.4792
H 13.7463 3.2581 -14.3063 0.523 0.440 0.233 0.4707
H 12.0621 5.9205 -18.3159 0.906 -1.518 0.610 0.4803
H 12.9825 9.0404 -18.0264 0.048 -0.233 -0.355 0.4990
H 13.4054 7.9140 -12.2261 -1.722 -2.306 -0.672 0.4829
H 11.2189 7.3067 -15.5659 0.334 -1.118 0.694 0.5037
H 14.3891 6.7090 -14.9638 0.414 -0.431 -0.318 0.5026
H 14.1432 5.8149 -12.6313 0.093 -0.038 0.487 0.4868
H 13.9621 5.3371 -16.9234 -0.434 -0.427 -0.249 0.5054
H 15.1738 4.7660 -12.4180 0.579 -0.892 -0.450 0.4598
H 13.4587 4.3313 -15.2881 -0.395 0.665 -1.259 0.4916
```
Positions in Å, forces in eV/Å.

Density functional theory data (wB97M-V/def2-TZVPD) for a cluster of 3 separate species, C27H55BN3O5 in total.

Computed properties:
energy above the lowest of the compared OMol25 structures with the same formula, charge and spin = 0.000 eV
multiplicity = 4
gap between HOMO and LUMO (spin up / spin down) = 8.160 / 8.808 eV
LUMO energy (spin up / spin down) = 0.60 / -0.03 eV

XYZ file:
```
91
Properties=species:S:1:pos:R:3:forces:R:3:mulliken_spin:R:1
O 2.1526 -1.9867 -3.2441 0.188 0.329 0.190 0.5739
O 1.3209 1.8100 -1.7336 -0.178 -0.393 0.080 0.0020
O 3.6011 1.1111 -1.5035 -0.043 -0.732 0.340 0.0067
O 1.0177 -1.2883 3.0830 -0.021 -0.175 -0.013 0.5385
O -4.0032 0.1693 3.3576 -0.106 -0.146 -0.342 0.5235
N 1.2252 -1.2393 1.8207 0.142 0.690 0.239 0.3699
N -4.9496 1.0219 3.4993 0.642 0.103 0.709 0.4102
N 2.8812 -1.2795 -4.0348 -0.304 -0.741 -0.305 0.2975
C -5.9319 -0.7411 4.8964 0.114 -0.071 0.027 0.0016
C 4.2451 -1.8761 -4.2694 0.378 0.227 0.078 0.0073
C -1.0984 -0.4904 1.8103 0.111 0.188 -0.288 -0.0309
C -3.8270 3.0171 4.4562 0.093 -0.071 0.152 0.0291
C -5.7576 0.7656 4.7411 -0.495 -0.035 -0.051 0.0093
C 0.7050 1.0773 1.0651 0.083 0.075 -0.001 0.0344
C 0.0324 -0.8719 -0.3606 0.256 -0.510 0.187 0.0686
C -7.1659 1.3652 4.6526 0.002 0.054 -0.058 0.0130
C 0.2387 -0.3875 1.0806 -0.281 -0.004 -0.178 0.0354
C 2.6869 0.5577 -5.7361 0.113 0.001 0.072 0.0170
C 2.0886 -1.8302 -6.3240 0.020 -0.175 -0.001 0.0269
C -4.6079 2.8038 5.7530 -0.042 -0.012 -0.082 -0.0221
C 5.2729 -0.8165 -4.6849 -0.073 0.078 -0.021 0.0158
C -5.6644 3.3096 2.7495 -0.103 -0.081 0.041 0.0178
C 2.1740 1.2687 0.6418 -0.043 0.035 0.005 -0.0328
C 2.6679 -1.1709 1.4365 0.137 -0.322 -0.051 -0.0232
C -3.5063 2.3781 2.0558 0.189 0.085 -0.034 -0.0282
C -4.4994 2.4245 3.2109 -0.329 0.321 -0.365 0.0043
C -4.9910 1.3371 5.9360 0.160 0.082 0.050 0.0318
C 2.9306 -1.9167 0.1091 0.050 -0.101 0.083 0.0507
C 3.1203 0.2967 1.3698 0.099 0.172 -0.201 0.0416
C 3.4479 -2.4618 -6.6168 0.007 0.076 0.023 -0.0184
C 4.1151 -2.9620 -5.3393 -0.131 -0.081 -0.103 0.0289
C 4.7430 -2.4791 -2.9618 -0.090 -0.111 0.031 0.0077
C 0.6800 -0.4784 -4.7681 -0.082 -0.135 -0.049 0.0010
C 2.1080 -0.7643 -5.2196 0.015 0.496 -0.098 0.0176
C 3.4835 -1.8720 2.5236 0.104 0.113 -0.016 -0.0058
B 2.3650 1.3581 -0.9313 0.067 0.106 -0.209 0.0178
H 5.7223 -2.9253 -3.1392 0.001 0.025 -0.011 -0.0007
H 3.3070 -3.3006 -7.3005 0.019 0.017 -0.035 0.0012
H -0.8862 -0.4519 -0.7697 0.115 0.184 -0.015 0.0011
H -1.3582 -1.5329 1.9856 -0.090 0.039 0.067 -0.0146
H 1.9816 0.9969 -6.4416 -0.032 -0.009 0.021 0.0000
H 1.6874 -1.3672 -7.2288 -0.037 -0.011 0.005 0.0031
H -5.4968 3.4403 5.7728 -0.020 -0.024 -0.024 -0.0009
H -6.3549 3.5790 3.5419 0.008 0.008 0.019 0.0013
H 3.2986 0.6579 2.3856 -0.149 -0.076 0.046 0.0054
H 1.3871 -2.6184 -6.0347 0.027 0.007 0.079 0.0014
H -7.2014 2.4370 4.8202 0.010 0.009 0.009 0.0001
H 4.8533 -1.7120 -2.1946 0.031 0.009 -0.007 -0.0011
H -6.2270 2.8168 1.9553 -0.007 0.001 0.005 -0.0116
H -7.7864 0.9065 5.4229 0.010 -0.033 -0.010 0.0009
H -7.6171 1.1513 3.6830 -0.001 -0.003 0.000 -0.0096
H -6.4813 -1.1565 4.0503 0.007 0.007 -0.010 -0.0013
H -3.9370 1.8867 1.1824 -0.041 -0.010 0.023 -0.0013
H -2.5847 1.8656 2.3143 -0.058 -0.073 0.072 0.0142
H 0.6679 0.2078 -3.9218 -0.005 0.018 -0.059 -0.0006
H 4.0951 -1.7517 -7.1382 0.010 0.016 0.030 -0.0007
H -5.6000 1.2053 6.8340 -0.005 0.015 0.002 0.0005
H 0.1432 -0.0078 -5.5923 0.010 0.012 0.006 -0.0003
H -1.8530 -0.0290 1.1718 -0.096 -0.079 0.074 -0.0019
H 3.5765 0.4957 -2.2504 -0.074 0.480 -0.212 0.0116
H 6.2712 -1.2339 -4.5542 -0.010 -0.009 0.042 0.0003
H 5.1114 -3.3558 -5.5539 0.005 0.007 -0.001 0.0022
H 0.9167 1.1439 -2.3027 0.152 0.311 0.007 -0.0037
H 0.0661 1.6083 0.3552 -0.050 0.049 0.103 -0.0057
H -5.2601 4.2400 2.3506 0.032 -0.017 -0.017 0.0012
H 5.1949 -0.5095 -5.7229 -0.003 -0.006 -0.005 0.0003
H 3.6315 0.4496 -6.2587 -0.006 -0.010 -0.012 0.0009
H 3.5550 -2.7911 0.2993 -0.025 -0.007 0.008 -0.0006
H -3.6767 4.0855 4.2809 0.039 -0.003 -0.009 0.0011
H -3.2523 3.4043 1.7828 -0.032 0.002 -0.015 0.0001
H 0.1523 -1.3836 -4.4819 0.028 -0.001 0.061 0.0027
H 0.5213 1.5208 2.0477 0.122 -0.131 0.073 0.0032
H 3.4831 -1.2902 -0.5869 -0.124 0.046 -0.061 -0.0093
H 0.8768 -0.6325 -1.0046 -0.086 -0.010 -0.112 -0.0226
H -0.0675 -1.9590 -0.3832 -0.103 0.010 0.009 -0.0159
H 4.0855 0.2990 0.8574 0.059 0.075 0.123 0.0014
H -2.8334 2.5711 4.5612 -0.036 -0.080 -0.021 0.0033
H 3.5271 -3.7879 -4.9270 -0.013 0.037 0.053 0.0015
H 2.0364 -2.2830 -0.3778 -0.038 0.042 -0.057 0.0006
H 4.0741 -3.2472 -2.5847 -0.041 0.013 0.007 0.0024
H 2.4614 2.2648 1.0113 -0.009 0.054 -0.181 0.0016
H 2.8258 1.2637 -4.9149 0.002 0.009 -0.005 -0.0055
H -6.5031 -0.9306 5.8066 -0.023 0.014 -0.017 0.0003
H 5.1952 0.0726 -4.0565 0.027 0.005 -0.003 -0.0084
H 4.4948 -2.0228 2.1399 -0.001 0.012 0.005 0.0005
H 3.0512 -2.8423 2.7653 0.021 0.004 0.002 -0.0038
H -4.9778 -1.2539 4.9713 0.019 0.015 -0.022 0.0011
H -1.0822 0.0522 2.7513 -0.008 -0.195 0.100 0.0083
H 3.5549 -1.2733 3.4284 -0.141 -0.096 0.072 0.0027
H -3.9895 3.1217 6.5942 -0.022 0.030 0.013 0.0014
H -4.0808 0.7463 6.0772 -0.013 -0.033 -0.058 0.0042
```
Positions in Å, forces in eV/Å.

Density functional theory data (wB97M-V/def2-TZVPD) for the ion C4H10NO2 with charge +1 at a distorted geometry.

Computed properties:
energy above the lowest of the compared OMol25 structures with the same formula, charge and spin = 3.704 eV
multiplicity = 1
gap between HOMO and LUMO = 11.711 eV
total charge = +1
LUMO energy = -3.91 eV
SMILES = C=[N+](C)[C@@H](O)OC

XYZ file:
```
17
Properties=species:S:1:pos:R:3:forces:R:3:nbo_charge:R:1
O -1.5441 -0.0534 0.5666 1.036 -1.238 -1.569 -0.5002
O -0.4455 -2.0692 0.6896 -1.522 1.454 1.435 -0.6770
N 0.9849 -0.0742 0.2375 -1.853 -0.500 -1.885 -0.3091
C -0.6453 -0.8631 0.0299 0.943 -2.789 1.317 0.5962
C 1.8458 -0.1274 -0.8604 1.717 1.833 -2.279 -0.4618
C -2.0267 0.9181 -0.4503 0.184 -2.260 -0.869 -0.2547
C 1.2036 0.5873 1.2431 -1.500 2.845 3.880 0.0641
H -2.0051 1.6758 0.2161 -0.574 3.549 1.027 0.2087
H 1.9676 -1.1415 -1.0808 0.397 -1.499 -0.956 0.2382
H -3.0705 0.5969 -0.7001 1.204 0.458 -0.314 0.2367
H -0.7160 -1.1872 -1.0343 0.430 1.322 0.361 0.2044
H -0.9876 -2.0805 1.5496 1.152 0.078 -1.632 0.5128
H 1.4927 0.4757 -1.7373 -0.524 -0.941 0.624 0.2402
H 2.0914 1.2903 1.4386 -1.160 -1.527 -0.382 0.2422
H 2.8375 0.3655 -0.7626 -0.462 -0.551 0.868 0.2410
H -1.2470 1.0555 -1.2725 -1.468 -0.290 0.935 0.2003
H 0.2644 0.6314 1.9274 2.001 0.058 -0.560 0.2179
```
Positions in Å, forces in eV/Å.

Density functional theory data (wB97M-V/def2-TZVPD) for an isolated molecule of C5H7NO at a distorted geometry.

Computed properties:
energy above the lowest of the compared OMol25 structures with the same formula, charge and spin = 2.825 eV
multiplicity = 1
gap between HOMO and LUMO = 9.398 eV
LUMO energy = 0.64 eV
SMILES = CO/C(C)=C/C#N

XYZ file:
```
14
Properties=species:S:1:pos:R:3:forces:R:3:nbo_charge:R:1
O -0.1103 -1.3409 0.4395 -1.860 0.828 -0.324 -0.4926
N 0.1160 3.1482 -0.9442 -0.090 -0.764 0.142 -0.3543
C -0.3686 0.6596 -0.5759 0.392 0.607 -0.994 -0.5293
C -1.6989 -1.1421 0.6891 0.987 -0.610 0.171 -0.2734
C -0.0720 2.0142 -0.7917 0.578 1.296 -0.542 0.2641
C 1.9837 -0.0478 -0.0164 -0.448 -0.150 0.170 -0.6827
C 0.4792 -0.2368 -0.0424 -0.360 0.340 -0.097 0.4622
H -1.2496 0.2857 -1.0710 -0.314 0.253 0.441 0.2423
H 2.3793 0.1013 -1.0278 -0.306 -0.128 0.141 0.2430
H -1.6583 -1.0576 1.7606 -0.286 -0.433 0.382 0.2072
H -2.4385 -0.3477 0.3414 2.037 -0.629 -0.157 0.2208
H 2.2106 0.8703 0.5247 -0.017 0.005 0.130 0.2526
H 2.5151 -0.8732 0.4412 -0.085 -0.149 0.183 0.2357
H -2.0388 -2.0802 0.2908 -0.230 -0.466 0.354 0.2043
```
Positions in Å, forces in eV/Å.